Here is a 11-piece molecular cluster, C44H63N11 overall at a distorted geometry from the OMol25 dataset. Energies are from ωB97M-V/def2-TZVPD.

Last column: Mulliken charge in e.
Geometry (Å):
C -5.905 -30.092 25.903  -0.54
C -5.040 -29.721 27.009  -0.87
C -4.001 -30.660 27.004  -0.96
N -4.187 -31.568 26.028  1.79
C -5.354 -31.218 25.436  -0.96
H -6.716 -29.589 25.396  0.41
H -5.225 -28.899 27.684  0.68
H -3.049 -30.702 27.513  0.32
H -3.528 -32.200 25.596  -0.74
H -5.484 -31.844 24.565  0.80
C -3.141 -28.677 21.585  -0.45
C -2.057 -27.851 21.347  -0.90
C -1.491 -27.531 22.575  -0.39
N -2.119 -28.166 23.591  0.43
C -3.173 -28.804 23.010  -0.35
H -3.822 -29.224 20.949  0.46
H -1.656 -27.654 20.364  0.38
H -0.578 -26.984 22.757  0.45
H -2.151 -28.165 24.600  0.02
H -3.810 -29.465 23.579  0.24
C -8.570 -32.994 24.610  0.02
C -8.870 -33.902 23.592  -0.31
C -9.062 -33.239 22.403  -0.81
N -8.901 -31.845 22.635  0.02
C -8.667 -31.703 24.005  -0.86
H -8.272 -33.397 25.567  0.37
H -8.882 -34.979 23.669  0.50
H -9.205 -33.571 21.386  0.39
H -9.040 -31.128 21.938  0.19
H -8.558 -30.804 24.593  0.44
C -2.373 -34.617 29.356  -0.56
C -2.638 -34.415 30.769  -0.92
C -3.764 -33.678 30.817  -0.46
N -4.175 -33.346 29.570  0.27
C -3.229 -33.815 28.661  -0.49
H -1.601 -35.290 29.013  0.50
H -2.067 -34.570 31.672  0.50
H -4.326 -33.450 31.711  0.49
H -5.052 -32.893 29.354  0.27
H -3.318 -33.745 27.587  0.60
C -6.054 -26.792 30.497  -0.21
C -6.472 -28.029 30.047  -0.50
C -7.143 -27.761 28.909  -0.55
N -7.204 -26.419 28.725  0.04
C -6.469 -25.781 29.702  -0.81
H -5.547 -26.584 31.427  0.41
H -6.328 -28.976 30.545  0.49
H -7.532 -28.484 28.207  0.56
H -7.630 -26.073 27.877  0.23
H -6.427 -24.714 29.868  0.40
C -2.870 -34.383 22.339  -0.30
C -3.985 -33.651 22.346  -0.23
C -3.520 -32.342 22.029  -0.87
N -2.123 -32.308 21.969  0.03
C -1.753 -33.646 22.102  -0.78
H -2.826 -35.435 22.579  0.39
H -4.982 -34.062 22.392  0.66
H -4.206 -31.514 22.125  0.40
H -1.411 -31.597 22.066  0.33
H -0.794 -34.130 22.209  0.35
C -1.320 -32.513 25.407  0.45
C -0.977 -32.262 26.703  -0.89
C -0.066 -31.224 26.792  -1.14
N 0.191 -30.842 25.523  0.13
C -0.541 -31.626 24.665  -1.40
H -2.102 -33.165 25.045  0.93
H -1.342 -32.760 27.589  0.50
H 0.479 -30.837 27.640  0.54
H 0.793 -30.077 25.252  0.26
H -0.327 -31.470 23.618  0.50
C -11.534 -26.606 22.873  -1.28
C -10.133 -27.115 22.622  -0.56
C -9.313 -27.696 23.760  0.18
C -9.071 -26.617 24.752  0.19
N -8.939 -25.768 25.601  -0.59
H -12.082 -27.138 23.651  0.34
H -12.174 -26.686 21.995  0.37
H -11.547 -25.593 23.275  0.34
H -9.739 -26.356 21.945  0.33
H -10.260 -27.972 21.961  0.27
H -8.314 -28.045 23.496  0.25
H -9.807 -28.478 24.336  0.16
C -6.480 -35.693 27.417  -0.98
C -6.902 -36.406 26.098  -0.48
C -6.020 -36.203 24.832  -0.48
C -4.985 -35.191 25.107  0.20
N -4.127 -34.421 25.292  -0.35
H -5.441 -35.964 27.605  0.29
H -7.091 -35.958 28.280  0.52
H -6.653 -34.623 27.305  0.07
H -7.815 -35.853 25.875  0.02
H -7.421 -37.342 26.308  0.47
H -6.644 -35.966 23.970  0.20
H -5.570 -37.177 24.643  0.42
C -3.282 -30.210 31.736  -1.04
C -2.074 -29.850 30.833  -0.47
C -1.403 -31.104 30.373  2.25
C -0.702 -31.810 31.413  -0.01
N -0.132 -32.375 32.265  -0.61
H -4.168 -30.356 31.118  0.06
H -3.533 -29.349 32.356  0.42
H -3.054 -31.013 32.437  0.36
H -1.423 -29.145 31.352  0.45
H -2.393 -29.218 30.004  0.05
H -0.661 -30.771 29.647  -0.36
H -2.068 -31.735 29.782  -0.99
C -1.686 -27.822 27.153  -0.35
C -2.392 -26.432 27.195  -0.37
C -1.415 -25.337 26.948  -0.80
C -0.469 -25.584 25.866  0.46
N 0.321 -25.789 25.044  -0.53
H -0.879 -27.833 27.886  0.61
H -1.323 -28.102 26.163  0.18
H -2.465 -28.549 27.382  -0.48
H -2.839 -26.370 28.187  0.36
H -3.146 -26.475 26.409  0.26
H -0.830 -25.156 27.850  0.31
H -1.784 -24.312 26.921  0.43

Cartesian forces, eV/Å:
0.5 0.5 1.1
0.2 -0.6 -0.7
0.7 1.3 1.0
-1.2 1.1 0.4
0.7 -2.5 -3.1
-0.1 0.1 0.6
0.4 -0.1 0.0
-0.2 0.2 0.5
-0.2 0.1 0.5
-1.0 0.3 -0.3
-0.8 -0.9 3.5
1.0 0.3 0.2
2.1 1.0 -0.6
-2.4 -0.8 -1.1
-0.9 -1.4 -1.9
0.2 0.3 -0.2
0.1 0.5 0.2
-0.2 0.1 0.0
0.9 0.7 -0.3
-0.1 0.2 0.2
-0.4 1.6 -1.6
0.0 -0.5 -1.5
0.4 1.7 -0.1
-0.3 -2.1 1.8
0.6 -1.8 1.0
-0.1 1.0 0.3
-0.1 0.0 0.1
-0.1 -0.1 0.2
0.0 -0.1 0.4
0.0 0.3 -0.7
1.1 0.3 1.6
0.2 -0.2 -0.8
-1.0 0.2 1.0
0.3 0.4 -0.8
-1.1 -1.3 0.0
0.1 0.4 -0.4
0.2 -0.7 -0.3
-0.1 0.4 -0.2
0.4 0.1 -0.1
-0.4 0.2 0.2
1.5 1.3 2.7
0.2 -0.8 0.3
-0.8 -0.8 -0.8
-0.1 0.2 -1.2
-0.9 -0.3 -0.7
0.2 -0.2 0.0
0.1 0.0 -0.3
-0.3 0.3 -0.1
0.1 0.5 0.2
0.0 -0.2 -0.4
2.5 -3.2 0.3
-0.8 3.6 -1.6
-1.3 -0.2 1.5
-0.9 -2.6 0.0
0.1 -0.1 0.6
0.1 -0.1 -0.2
-0.1 0.6 0.1
0.7 0.6 -0.5
-1.0 0.5 -0.4
0.5 1.0 -0.3
0.5 0.8 -2.3
0.4 0.4 3.3
-0.2 -0.6 0.3
0.0 -0.2 -0.5
0.2 0.5 -0.4
0.5 -0.3 -0.2
0.0 -0.1 -0.2
-0.2 0.1 -0.1
-0.1 -0.3 -0.1
-0.4 -0.2 0.1
-0.9 0.1 1.5
-1.0 -1.3 -1.8
0.6 2.0 1.2
0.6 4.0 4.6
-0.6 -4.3 -4.4
0.1 -0.5 0.1
0.3 0.3 -0.1
0.1 0.2 -0.4
1.2 -0.1 0.6
0.0 -0.2 -0.3
-0.1 -0.1 -0.5
-0.3 -0.1 -0.4
0.3 -0.7 -0.7
-2.4 2.0 0.8
-0.1 -1.0 1.4
1.6 1.1 -0.3
-1.9 -1.7 -0.2
0.1 0.5 0.5
0.0 -0.5 -0.2
0.6 0.1 -0.1
-0.3 0.3 -0.4
1.2 -0.8 -0.4
0.3 0.3 0.0
0.5 0.2 -0.3
0.2 1.4 -0.1
-1.4 0.6 1.2
0.8 0.8 -1.6
1.3 -1.8 2.3
-1.2 1.3 -1.9
0.0 -0.6 0.1
0.0 0.1 0.1
-0.2 -0.2 -0.3
0.5 -0.5 0.3
-0.3 -0.4 -0.4
0.4 -0.3 -0.1
-0.2 -0.3 0.4
-1.0 0.5 0.2
0.1 -1.9 -0.6
1.0 1.5 1.0
0.9 0.0 -0.9
-0.9 0.1 0.8
0.1 -0.3 -0.1
0.4 0.2 0.2
0.3 -0.2 0.3
-0.2 0.4 -0.2
-0.3 0.3 0.2
0.6 -0.7 0.2
-0.7 -0.1 -0.9

- Energy relative to the best compared isomer or geometry (same formula, charge and spin): 1.3 kcal per mole
- HOMO-LUMO gap: 8.06 eV
- Charge: 0
- HOMO: -7.8892 eV
- LUMO energy: 0.170 eV
- Maximum force: 0.12051 Eh/bohr